(1)
{
  "formula": "C14H17N3O3",
  "method": "the ωB97M-V functional and the def2-TZVPD basis",
  "symbols": ["O", "O", "O", "N", "N", "N", "C", "C", "C", "C", "C", "C", "C", "C", "C", "C", "C", "C", "C", "C", "H", "H", "H", "H", "H", "H", "H", "H", "H", "H", "H", "H", "H", "H", "H", "H", "H"],
  "positions_angstrom": [[3.050, 0.182, -0.031], [1.965, 2.155, -1.338], [0.061, 3.151, -0.765], [-1.504, 0.640, -1.148], [0.815, -2.174, 1.462], [1.205, 0.726, 1.075], [-0.267, -1.170, -0.943], [-3.459, -2.539, 0.538], [-0.289, 0.092, -1.414], [0.944, -1.909, -0.881], [-1.581, -1.543, -0.539], [-4.197, -1.292, 0.552], [-3.566, -0.198, -0.077], [1.116, 2.661, -0.427], [-2.261, -0.331, -0.577], [1.668, -1.664, 0.456], [1.417, 2.203, 1.009], [-2.192, -2.660, 0.008], [2.768, 2.593, 1.674], [2.014, -0.144, 0.473], [0.644, 0.450, 1.860], [2.608, 3.620, 1.907], [0.453, 0.764, -1.914], [-4.012, 0.860, -0.212], [1.307, -2.374, 2.302], [-5.176, -1.081, 0.966], [-0.025, -1.550, 1.586], [3.530, 2.430, 0.926], [-3.994, -3.449, 1.065], [1.598, -1.465, -1.694], [0.807, -3.012, -0.979], [2.630, -2.131, 0.353], [-1.647, -3.600, 0.023], [2.972, 2.100, 2.678], [0.634, 2.589, 1.675], [2.413, 1.339, -1.116], [-1.660, 1.668, -1.185]],
  "forces_ev_per_a": [[2.143, 0.948, -2.075], [-0.937, 2.150, -1.155], [1.161, 0.438, 0.476], [-0.216, 1.561, -0.390], [-1.405, 0.606, 0.513], [-0.603, 1.457, 0.212], [-0.768, -0.593, -1.311], [-2.438, -0.975, 1.621], [0.434, 1.806, -0.642], [2.710, -1.007, -1.267], [0.723, 1.439, 0.538], [2.090, 0.797, -1.435], [-0.818, 1.156, 0.161], [-0.599, -1.844, -0.208], [-2.653, 0.356, 0.402], [-0.497, 1.312, -1.263], [0.120, -0.860, 2.088], [-0.364, -0.635, 0.363], [-0.920, -0.467, -0.069], [-0.890, -2.592, 2.035], [-0.352, -0.429, -0.317], [0.562, 1.094, 0.049], [-0.660, -1.260, 0.621], [0.319, -1.975, 0.545], [0.015, 0.095, 0.938], [0.072, -0.730, 0.092], [1.186, -1.246, 0.065], [0.604, 0.106, 0.375], [1.330, 1.810, -1.277], [-0.364, -1.099, 0.680], [0.275, 0.775, -0.151], [0.392, -0.506, 0.580], [-0.221, 0.060, 0.170], [-0.381, 0.145, -1.546], [0.000, 0.078, -0.565], [1.025, -0.484, 1.077], [-0.077, -1.488, 0.067]],
  "nbo_charge": [-0.67, -0.71, -0.58, -0.53, -0.84, -0.62, -0.14, -0.23, -0.02, -0.40, -0.10, -0.24, -0.22, 0.80, 0.12, -0.13, -0.15, -0.21, -0.62, 0.69, 0.41, 0.21, 0.24, 0.21, 0.37, 0.22, 0.37, 0.24, 0.21, 0.22, 0.23, 0.22, 0.22, 0.22, 0.22, 0.52, 0.44],
  "e_homo_ev": -7.72,
  "smiles": "C[C@H](NC(=O)[C@@H](N)Cc1c[nH]c2ccccc12)C(=O)O",
  "orbital_gap_ha": 0.30089,
  "de_lowest_kj_mol": 247.1
}

=====

(2)
{
  "formula": "C17H17Cl2NO5S2",
  "method": "the ωB97M-V functional and the def2-TZVPD basis",
  "symbols": ["Cl", "Cl", "S", "S", "O", "O", "O", "O", "O", "N", "C", "C", "C", "C", "C", "C", "C", "C", "C", "C", "C", "C", "C", "C", "C", "C", "C", "H", "H", "H", "H", "H", "H", "H", "H", "H", "H", "H", "H", "H", "H", "H", "H", "H"],
  "positions_angstrom": [[-6.852, -1.919, 1.400], [5.097, -4.440, 0.306], [-1.492, -0.565, -1.536], [2.730, 1.341, -0.115], [2.064, 1.513, -1.389], [-1.466, -1.325, -2.756], [3.825, 2.242, 0.138], [-0.371, -0.715, -0.644], [-0.775, 1.014, 1.672], [-0.268, 2.135, -0.230], [3.381, -0.331, 0.005], [-4.090, -1.397, -1.408], [1.519, 1.530, 1.275], [-5.282, -1.697, -0.775], [4.712, -0.486, 0.345], [-5.369, -1.551, 0.604], [1.804, 2.860, 1.961], [-3.090, -0.822, 0.711], [0.044, 1.476, 0.904], [-1.675, 1.192, -2.001], [4.435, -2.854, 0.191], [-4.282, -1.118, 1.352], [3.098, -2.694, -0.148], [-1.599, 2.102, -0.787], [-3.010, -0.960, -0.662], [5.250, -1.757, 0.439], [2.565, -1.419, -0.241], [6.287, -1.900, 0.700], [5.310, 0.394, 0.521], [-2.279, 1.755, -0.003], [-6.135, -2.044, -1.336], [-1.881, 3.122, -1.075], [-2.229, -0.483, 1.266], [-4.367, -1.015, 2.422], [0.492, 2.252, -0.897], [1.739, 0.697, 1.944], [2.480, -3.557, -0.339], [-3.974, -1.516, -2.474], [-0.866, 1.393, -2.700], [1.529, -1.271, -0.502], [-2.632, 1.263, -2.510], [2.854, 2.920, 2.230], [1.577, 3.682, 1.287], [1.192, 2.956, 2.856]],
  "forces_ev_per_a": [[-0.187, -0.046, 0.103], [0.087, -0.222, 0.017], [-0.190, 0.055, -0.474], [0.470, -0.020, -0.136], [-0.112, -0.368, -0.028], [-0.310, 0.061, -0.180], [0.104, -0.152, 0.327], [-0.314, 0.118, 0.262], [0.035, -0.053, 0.373], [-0.057, 0.169, -0.268], [-0.297, 0.537, 0.068], [-0.050, -0.023, -0.122], [0.421, -0.333, -0.181], [0.015, 0.022, 0.082], [0.068, 0.170, 0.047], [0.286, 0.081, -0.142], [0.205, 0.148, 0.040], [0.099, -0.002, 0.127], [0.011, 0.274, -0.163], [0.068, -0.746, 0.525], [-0.115, 0.319, -0.014], [-0.082, -0.050, -0.084], [0.064, 0.041, 0.022], [-0.143, 0.209, 0.261], [0.526, 0.239, -0.278], [-0.097, -0.083, -0.054], [-0.068, -0.061, -0.037], [0.076, -0.022, 0.014], [0.123, 0.039, 0.048], [0.016, 0.187, -0.101], [-0.070, -0.035, -0.032], [-0.113, -0.213, 0.012], [0.044, 0.033, 0.086], [-0.023, -0.004, 0.092], [-0.126, 0.020, 0.162], [-0.095, -0.002, -0.031], [-0.037, -0.088, -0.013], [-0.078, -0.048, -0.138], [0.059, -0.128, -0.124], [-0.020, -0.093, -0.058], [-0.078, -0.001, -0.087], [-0.029, 0.061, 0.076], [-0.002, 0.093, 0.018], [-0.084, -0.082, -0.018]],
  "nbo_charge": [0.03, 0.02, 2.18, 2.14, -0.96, -0.94, -0.94, -0.97, -0.64, -0.64, -0.26, -0.12, -0.54, -0.25, -0.18, -0.02, -0.60, -0.18, 0.72, -0.65, -0.02, -0.22, -0.22, -0.24, -0.37, -0.24, -0.20, 0.23, 0.25, 0.24, 0.23, 0.21, 0.28, 0.24, 0.43, 0.26, 0.23, 0.24, 0.25, 0.27, 0.25, 0.24, 0.22, 0.23],
  "e_homo_ev": -9.71,
  "smiles": "C[C@@H](C(=O)NCCS(=O)(=O)c1ccc(Cl)cc1)S(=O)(=O)c1ccc(Cl)cc1",
  "orbital_gap_ha": 0.36778
}

=====

(3)
{
  "formula": "C34H80F3NO15S",
  "method": "the ωB97M-V functional and the def2-TZVPD basis",
  "symbols": ["S", "F", "F", "F", "O", "O", "O", "O", "O", "O", "O", "O", "O", "O", "O", "O", "O", "O", "O", "N", "C", "C", "C", "C", "C", "C", "C", "C", "C", "C", "C", "C", "C", "C", "C", "C", "C", "C", "C", "C", "C", "C", "C", "C", "C", "C", "C", "C", "C", "C", "C", "C", "C", "C", "H", "H", "H", "H", "H", "H", "H", "H", "H", "H", "H", "H", "H", "H", "H", "H", "H", "H", "H", "H", "H", "H", "H", "H", "H", "H", "H", "H", "H", "H", "H", "H", "H", "H", "H", "H", "H", "H", "H", "H", "H", "H", "H", "H", "H", "H", "H", "H", "H", "H", "H", "H", "H", "H", "H", "H", "H", "H", "H", "H", "H", "H", "H", "H", "H", "H", "H", "H", "H", "H", "H", "H", "H", "H", "H", "H", "H", "H", "H", "H"],
  "positions_angstrom": [[-0.570, -1.175, -1.669], [1.281, -3.025, -1.760], [2.055, -0.988, -1.612], [1.213, -1.698, -3.440], [-4.565, 0.721, 3.593], [6.351, 0.681, -3.030], [-4.091, -4.834, 2.828], [6.997, -2.027, 0.943], [3.133, 2.300, -2.572], [0.639, -1.780, 2.459], [-0.523, 2.114, 0.583], [-0.622, -1.115, -0.223], [-0.550, 0.157, -2.237], [0.350, 4.351, 6.055], [-3.725, 1.374, -5.351], [2.206, -0.429, 4.090], [-1.912, -1.123, -5.032], [-1.356, -2.206, -2.280], [5.721, -3.610, 3.916], [-4.234, 1.716, -0.985], [0.798, 2.597, 0.603], [7.535, -0.481, 2.692], [5.183, -1.308, 2.244], [-2.823, 3.707, -1.473], [1.132, 2.783, -3.757], [1.577, 2.355, 6.147], [-1.771, -2.191, -5.882], [-3.123, 2.537, 4.095], [-4.045, 4.113, -0.565], [-3.162, 2.239, -1.918], [-5.008, 0.629, -1.693], [-3.567, 1.053, 4.172], [-2.795, 0.165, 5.050], [7.080, -0.185, -2.711], [-2.930, -3.635, 1.223], [2.432, 2.073, -3.549], [-3.592, 1.197, 0.257], [8.252, 0.049, -1.723], [-5.112, -2.768, 2.205], [-3.477, 1.495, -6.764], [6.603, -1.346, 1.880], [1.288, 3.642, 3.956], [0.949, 3.523, 5.437], [-5.736, -1.502, -3.639], [2.261, -0.898, 5.423], [1.102, -1.744, -2.108], [-4.054, -3.842, 2.145], [1.005, -3.087, 2.055], [-5.036, 2.942, -0.815], [3.000, 1.270, -4.745], [5.236, -4.593, 2.987], [-4.074, -0.516, -2.036], [-4.827, -1.795, -2.416], [7.000, -1.582, -3.328], [-3.595, 2.296, -2.907], [-0.524, 1.541, -0.189], [8.399, -0.855, -1.172], [-3.478, -0.524, 5.543], [-5.801, 0.282, -1.103], [-2.307, 1.589, -1.968], [4.162, -4.481, 3.105], [5.653, -5.585, 3.319], [-6.521, -0.836, -3.413], [5.473, -4.373, 1.928], [-1.982, -0.380, 4.489], [6.961, 0.326, 3.061], [1.018, 2.259, 7.065], [-2.452, 0.693, 5.996], [4.773, -0.305, 2.064], [2.688, -0.199, 6.084], [8.070, 0.977, -1.060], [1.002, 3.262, -4.753], [-3.701, 3.037, 3.325], [-3.030, 2.017, 0.656], [-2.049, 2.584, 3.814], [1.945, -3.081, 1.490], [-2.524, -4.590, 0.902], [-3.123, 0.639, -5.151], [9.128, 0.305, -2.276], [2.182, 4.314, 3.851], [-3.999, -2.467, -2.638], [-2.610, -2.876, -5.905], [-2.546, 2.110, -6.947], [-2.876, 0.466, -0.093], [2.608, 2.599, 6.392], [0.550, 4.179, 3.443], [-3.257, 2.986, 5.063], [3.684, 1.851, -5.319], [2.223, 0.762, -5.312], [-4.467, 0.946, 0.916], [-5.673, 2.846, 0.072], [-3.348, -3.254, 0.255], [-5.789, -2.965, 1.316], [7.952, -1.024, 3.556], [1.498, -0.912, 3.585], [0.207, -3.637, 1.534], [0.233, -1.347, 1.703], [1.464, 2.741, 3.413], [6.696, -2.249, -2.500], [-3.725, 4.211, 0.456], [-4.306, 1.988, -7.186], [3.718, 0.557, -4.395], [-3.444, -0.222, -2.866], [-5.660, -2.913, 3.077], [2.726, -1.869, 5.505], [1.226, -3.784, 2.859], [1.480, 1.466, 5.559], [-6.179, -2.415, -4.093], [-4.462, 5.067, -0.876], [-2.730, 4.301, -2.353], [-1.723, -1.892, -6.922], [-2.183, -2.989, 1.622], [-5.157, -1.092, -4.450], [-5.674, 3.162, -1.743], [-5.480, -2.200, -1.595], [-3.364, -0.844, -1.262], [1.204, -0.888, 5.741], [-1.607, -1.260, -4.113], [-5.477, 1.164, -2.519], [1.023, 3.151, -0.323], [5.042, -1.501, 3.293], [6.695, -3.682, 3.924], [0.901, 3.197, 1.444], [1.010, 3.479, -2.949], [-3.540, 0.546, -7.261], [-4.625, -1.765, 2.098], [1.546, 1.824, 0.775], [4.662, -2.023, 1.551], [6.226, -1.542, -4.084], [8.369, -0.168, 2.057], [7.955, -1.959, -3.634], [0.326, 2.044, -3.713], [-1.846, 3.713, -0.961], [-0.942, -2.827, -5.621]],
  "forces_ev_per_a": [[1.635, 0.408, 1.177], [0.210, 0.104, 0.403], [0.461, 0.192, 0.602], [0.003, 0.058, -0.550], [-0.641, -0.731, -0.640], [-1.802, 1.819, -0.643], [-0.488, -0.414, 0.509], [0.058, 0.362, 0.517], [-1.079, -0.539, -0.705], [-0.418, -0.639, 0.290], [-0.324, -0.313, -0.274], [-0.217, -0.317, 0.502], [-0.816, 0.372, -0.652], [-0.965, 0.970, 0.116], [0.645, -0.592, -0.652], [0.283, 0.219, -0.422], [-0.458, 1.915, 0.957], [-1.098, -0.037, -0.696], [1.236, -0.240, -0.277], [0.492, 0.380, -1.484], [0.545, -0.339, -1.124], [0.750, -1.015, -0.434], [-1.355, -0.060, -1.195], [-0.213, -1.494, 1.072], [-0.811, -0.508, -0.519], [-0.727, 0.497, 0.270], [-0.122, -1.578, -0.510], [0.822, -1.350, -0.784], [0.749, -0.797, -1.587], [0.336, 1.288, -0.218], [1.459, 0.626, -0.251], [0.122, 2.463, -0.031], [0.857, -0.726, 1.983], [2.720, -1.529, 0.593], [-0.684, -0.430, -2.645], [2.145, 0.754, -0.699], [-1.483, 0.885, 0.026], [-1.697, 1.593, 0.553], [0.826, 0.152, -2.490], [0.630, 1.017, 0.764], [0.956, -0.523, -0.676], [1.097, 1.157, 0.744], [1.601, -0.849, -0.743], [1.049, -2.105, -0.405], [-2.345, -0.247, -0.993], [-0.205, -0.527, -0.478], [-0.020, 0.018, 0.583], [0.445, -0.992, -0.454], [-1.127, 1.668, 0.809], [-0.639, -0.473, 1.455], [0.426, -0.087, 0.643], [-0.275, -0.724, -0.144], [-0.869, 0.559, -0.508], [-0.839, 0.436, 1.559], [-0.256, -0.258, -0.282], [-0.388, -0.500, -0.088], [0.317, -0.361, 0.663], [-0.116, -0.633, -0.688], [-1.066, -0.308, 1.415], [0.251, -0.390, 0.196], [-0.170, -0.687, -0.107], [-0.851, 0.690, -0.682], [-0.991, 0.813, 0.367], [0.224, -0.064, 0.512], [-0.693, 0.641, 0.806], [-0.301, 1.144, 0.485], [0.017, -0.231, 0.477], [0.437, -0.162, -1.565], [0.108, -0.072, -0.060], [1.189, 0.904, 0.476], [-0.033, -1.679, -0.888], [0.513, -0.223, 0.622], [-0.174, 0.131, 0.067], [0.302, 0.350, 0.544], [-0.517, 0.053, 0.319], [-0.379, 0.137, -0.374], [0.369, -0.150, 0.515], [-0.101, -0.063, 0.632], [0.751, -0.097, -0.640], [-0.461, -0.756, 0.285], [-0.443, -0.557, -0.149], [-0.738, -0.147, 0.493], [-0.857, -1.010, -0.065], [-0.233, -0.488, 0.754], [0.167, -0.163, -0.187], [-1.420, 0.844, -0.606], [-0.001, 0.313, 0.376], [-0.148, 1.127, -0.823], [0.060, 0.228, -0.285], [1.363, -0.423, -0.258], [-0.237, -0.267, -0.370], [0.531, 0.405, 0.731], [0.655, 0.448, 0.848], [-0.240, 0.026, -0.301], [0.884, 0.316, 0.468], [0.170, 0.620, -0.358], [-0.110, 0.152, -0.407], [0.312, -0.888, 0.116], [-0.096, 0.117, -0.361], [-0.080, -0.150, 0.521], [-0.995, 1.174, -0.410], [0.071, -0.827, 0.710], [0.079, -0.048, -0.349], [-1.008, 0.172, 1.542], [0.115, -0.371, 0.163], [-0.096, 0.623, 0.896], [0.319, -0.467, -0.348], [0.113, 0.375, 0.604], [-0.181, -0.023, 0.013], [-0.056, 0.542, -0.604], [0.512, 0.576, -0.105], [0.553, 0.623, 0.141], [0.369, 0.464, -0.232], [1.030, -0.662, 1.272], [0.887, 0.368, -0.454], [-0.518, 0.578, 0.103], [0.249, -0.799, 0.492], [-0.076, -0.574, -0.714], [0.308, -0.465, -0.448], [0.177, -0.144, 0.385], [-0.207, -0.266, 0.240], [-0.723, 0.127, 0.054], [-0.008, 1.544, 1.238], [-0.180, 0.493, 0.249], [0.802, -0.714, -0.128], [-0.705, -0.737, 0.222], [-0.008, -0.430, -0.433], [0.190, 0.587, 1.012], [0.132, -0.309, -0.283], [-0.159, 0.098, 0.197], [0.527, -0.018, -0.523], [-0.021, -0.054, 0.119], [-0.569, 0.137, 0.057], [0.710, -0.040, -0.064]],
  "lowdin_charge": [0.45, 0.13, 0.16, 0.12, 0.05, 0.09, 0.08, 0.04, 0.05, -0.13, -0.13, -0.30, -0.31, 0.08, -0.15, -0.16, -0.13, -0.28, -0.16, -0.28, -0.13, -0.01, -0.04, -0.10, -0.03, -0.01, -0.17, -0.01, -0.11, -0.09, -0.10, -0.52, -0.03, -0.51, -0.02, -0.46, 0.05, -0.02, -0.01, -0.14, -0.52, -0.02, -0.50, -0.09, -0.17, -0.69, -0.53, -0.13, -0.11, -0.01, -0.14, -0.20, -0.21, -0.01, 0.12, 0.03, 0.05, 0.08, 0.12, 0.10, 0.07, 0.09, 0.05, 0.08, 0.11, 0.06, 0.08, 0.11, 0.10, 0.04, 0.11, 0.10, 0.06, 0.08, 0.09, 0.08, 0.09, 0.03, 0.06, 0.12, 0.10, 0.07, 0.10, 0.08, 0.10, 0.05, 0.08, 0.07, 0.08, 0.13, 0.14, 0.09, 0.11, 0.09, 0.03, 0.08, 0.05, 0.05, 0.09, 0.10, 0.05, 0.06, 0.09, 0.05, 0.08, 0.08, 0.04, 0.08, 0.11, 0.10, 0.08, 0.07, 0.06, 0.17, 0.12, 0.09, 0.08, 0.04, 0.13, 0.09, 0.07, 0.09, 0.02, 0.06, 0.07, 0.08, 0.09, 0.10, 0.07, 0.09, 0.07, 0.07, 0.10, 0.08],
  "e_homo_ev": -8.99,
  "orbital_gap_ha": 0.33520
}

=====

(4)
{
  "formula": "C3Cl3O",
  "method": "the ωB97M-V functional and the def2-TZVPD basis",
  "symbols": ["Cl", "Cl", "Cl", "O", "C", "C", "C"],
  "positions_angstrom": [[1.705, 2.400, 0.476], [-1.677, 1.009, -1.256], [0.796, -1.900, 0.909], [-1.650, -1.526, -0.385], [-1.640, -0.465, -0.837], [1.357, 0.820, 0.522], [1.109, -0.338, 0.572]],
  "forces_ev_per_a": [[0.099, 0.558, -0.121], [-0.052, 1.432, -0.751], [0.329, -0.638, 0.149], [-0.260, 3.482, -2.098], [0.057, -4.729, 2.680], [0.192, 1.108, -0.158], [-0.365, -1.213, 0.299]],
  "nbo_charge": [0.18, 0.49, 0.17, -0.21, 0.68, -0.11, -0.20],
  "charge": 1,
  "e_homo_ev": -13.58,
  "orbital_gap_ha": 0.26153,
  "de_lowest_kj_mol": 108.8
}